A 10-piece molecular cluster, C32H36F8O30 overall. Source: the OMol25 dataset; level of theory: wB97M-V/def2-TZVPD.

Output
HOMO-LUMO gap: 10.13 eV
F_max: 7.84 eV/Å
total charge: 0
SMILES: O=C1OC[C@@H](F)O1.O=C1OC[C@@H](F)O1.O=C1OC[C@@H](F)O1.O=C1OC[C@@H](F)O1.O=C1OC[C@@H](F)O1.O=C1OC[C@@H](F)O1.O=C1OC[C@@H](F)O1.O=C1OC[C@@H](F)O1.C[C@H]1COC(=O)O1.C[C@H]1COC(=O)O1
electronic energy: -4297.0472 hartree

Last column: Mulliken charge in e.
Geometry (Å):
O 3.935 -1.706 0.151  -0.57
C 4.049 -0.831 -0.707  0.58
O 5.113 -0.065 -0.915  -0.36
C 5.000 0.734 -2.100  -0.42
C 3.636 0.300 -2.709  0.56
F 3.747 -0.494 -3.752  -0.32
O 3.042 -0.370 -1.526  -0.10
H 4.943 1.772 -1.774  0.26
H 5.806 0.400 -2.753  0.33
H 3.122 1.188 -3.077  0.05
O 0.186 0.094 -3.903  -0.50
C 0.186 1.110 -4.670  0.42
O 0.328 1.096 -5.944  -0.32
C 0.442 2.430 -6.366  -0.60
C -0.302 3.155 -5.313  0.77
F -1.559 3.575 -5.559  -0.29
O -0.045 2.371 -4.213  -0.20
H 1.470 2.687 -6.624  0.27
H -0.015 2.626 -7.336  0.37
H 0.291 4.017 -5.007  -0.03
O 0.570 -2.498 6.518  -0.57
C 1.088 -1.708 5.764  0.43
O 0.519 -1.353 4.637  -0.01
C 1.545 -1.082 3.747  0.37
C 2.656 -0.582 4.626  0.25
F 2.467 0.728 4.720  -0.27
O 2.341 -1.324 5.792  -0.34
H 1.973 -1.937 3.225  0.19
H 1.442 -0.340 2.955  -0.50
H 3.654 -0.733 4.214  0.48
O -3.023 -0.308 0.605  -0.64
C -1.874 -0.422 0.284  0.37
O -0.913 0.246 0.904  -0.17
C 0.225 0.257 0.197  0.09
C 0.156 -1.061 -0.527  0.83
F 0.756 -2.017 0.238  -0.32
O -1.275 -1.290 -0.451  -0.05
H 0.119 0.883 -0.689  0.19
H 1.164 0.428 0.724  -0.32
H 0.577 -1.011 -1.531  0.08
O -5.440 -6.083 -2.587  -0.58
C -4.655 -5.363 -1.966  0.57
O -4.983 -4.569 -0.912  -0.38
C -3.834 -4.017 -0.315  -0.18
C -2.695 -4.929 -0.816  0.72
F -2.530 -6.054 -0.105  -0.34
O -3.278 -5.374 -2.024  -0.35
H -3.594 -3.033 -0.717  0.16
H -4.035 -3.931 0.753  0.24
H -1.782 -4.334 -0.840  0.08
O 0.219 -3.419 -2.655  -0.53
C -0.339 -3.942 -3.619  0.66
O -1.675 -3.827 -3.864  -0.18
C -2.005 -4.800 -4.791  -0.56
C -0.712 -4.844 -5.606  0.26
F -0.810 -3.770 -6.471  -0.30
O 0.250 -4.472 -4.644  -0.29
H -2.144 -5.790 -4.357  0.31
H -2.884 -4.569 -5.393  0.34
H -0.507 -5.771 -6.142  0.34
O -1.672 0.997 3.580  -0.49
C -1.704 1.922 4.465  0.51
O -0.988 3.074 4.376  -0.17
C -1.324 3.950 5.398  -0.50
C -2.113 3.032 6.345  0.29
F -3.179 3.730 6.791  -0.30
O -2.425 1.896 5.593  -0.26
H -0.508 4.482 5.886  0.32
H -1.920 4.767 4.991  0.27
H -1.362 2.890 7.123  0.30
O 5.108 3.001 0.433  -0.51
C 4.163 3.259 1.136  0.48
O 3.048 2.393 1.345  -0.06
C 2.114 2.999 2.195  0.25
C 2.833 4.401 2.618  0.23
F 3.214 4.322 3.912  -0.30
O 3.895 4.530 1.708  -0.34
H 1.317 3.126 1.462  -0.01
H 1.664 2.388 2.978  -0.04
H 2.298 5.350 2.567  0.28
C -1.945 -3.469 2.922  -1.11
C -0.687 -4.317 2.938  0.89
C -0.236 -4.651 4.377  -0.22
O -0.444 -6.055 4.430  -0.41
C -1.122 -6.537 3.306  0.47
O -1.444 -7.705 3.148  -0.57
O -1.113 -5.544 2.392  -0.31
H -1.782 -2.593 2.295  -0.06
H -2.081 -2.964 3.878  0.42
H -2.877 -3.977 2.672  0.31
H 0.103 -3.861 2.342  -0.08
H -0.822 -4.064 5.084  0.37
H 0.823 -4.400 4.337  0.25
C -0.753 6.451 -4.195  -1.59
C -0.247 6.268 -2.727  0.54
C -1.361 6.379 -1.691  -0.62
O -0.790 5.523 -0.648  -0.32
C -0.229 4.462 -1.281  0.32
O 0.172 3.402 -0.794  -0.29
O -0.025 4.890 -2.523  -0.12
H 0.037 6.137 -4.879  0.39
H -0.903 7.496 -4.464  0.49
H -1.722 6.123 -4.572  0.37
H 0.614 6.931 -2.645  0.24
H -2.347 6.084 -2.053  0.33
H -1.385 7.408 -1.334  0.34

A 2-piece molecular cluster, C4H14N2OS overall. Source: the OMol25 dataset; level of theory: wB97M-V/def2-TZVPD.

Output
HOMO-LUMO gap: 8.90 eV
F_max: 4.03 eV/Å
total charge: 0
energy relative to the best compared isomer or geometry (same formula, charge and spin): 193.88 kJ/mol
SMILES: CN[C@@H](CN)CS.O
electronic energy: -743.6600 hartree

Last column: natural (NBO) charge in e.
Geometry (Å):
C -0.551 0.843 -2.206  -0.43
N -0.029 1.686 -1.071  -0.66
C -0.079 1.006 0.236  -0.07
C -1.481 0.315 0.494  -0.24
N -2.703 0.963 0.007  -0.85
C 0.970 -0.073 0.308  -0.56
S 2.292 0.433 1.405  -0.03
H -0.848 -0.147 -1.872  0.19
H 0.215 0.734 -2.943  0.19
H -1.414 1.375 -2.711  0.19
H -0.374 2.666 -1.108  0.37
H 0.048 1.846 0.985  0.21
H -1.308 -0.672 0.292  0.19
H -1.320 0.099 1.632  0.17
H -3.219 0.320 -0.607  0.37
H -2.627 1.853 -0.422  0.37
H 1.329 -0.464 -0.643  0.24
H 0.555 -1.080 0.727  0.22
H 3.353 0.328 0.589  0.13
O -0.506 -4.489 -0.064  -0.92
H -0.051 -3.935 -0.769  0.46
H -0.997 -5.025 -0.666  0.46

A 2-piece molecular cluster, C5H12NO2 overall. Source: the OMol25 dataset; level of theory: wB97M-V/def2-TZVPD.

Output
HOMO-LUMO gap: 9.41 eV
F_max: 5.34 eV/Å
total charge: +1
energy relative to the best compared isomer or geometry (same formula, charge and spin): 536.02 kJ/mol
electronic energy: -402.5177 hartree

Last column: natural (NBO) charge in e.
Geometry (Å):
C 2.067 0.911 -0.935  -0.38
C 1.958 -0.117 -0.155  0.37
C -2.615 -0.815 -0.225  -0.60
C -2.120 0.418 0.491  -0.42
C -0.631 0.660 0.023  0.37
N 2.583 -1.331 0.296  -0.74
O -0.110 1.858 0.364  -0.71
O 0.099 -0.454 0.428  -0.59
H 1.206 1.437 -1.322  0.29
H 2.932 1.501 -1.125  0.27
H -3.630 -0.919 -0.112  0.22
H -2.268 -0.834 -1.204  0.20
H -2.144 -1.639 0.236  0.21
H -2.168 0.212 1.557  0.22
H -2.532 1.363 0.199  0.23
H -0.528 0.567 -1.113  0.13
H 2.880 -1.232 1.265  0.46
H 1.733 -1.970 0.352  0.52
H 3.433 -1.542 -0.304  0.48
H -0.143 1.926 1.283  0.48

C15H31BaClO4P2 as an isolated structure. Source: the OMol25 dataset; level of theory: wB97M-V/def2-TZVPD.

Output
HOMO-LUMO gap: 2.97 eV
F_max: 2.54 eV/Å
total charge: 0
energy relative to the best compared isomer or geometry (same formula, charge and spin): 13.47 kJ/mol
electronic energy: -2058.9645 hartree

Last column: natural (NBO) charge in e.
Geometry (Å):
P 2.340 0.430 1.180  1.59
P -1.818 -1.153 1.794  0.74
C 0.747 -0.057 0.402  -1.05
C -0.654 0.174 1.086  -0.75
H 0.840 -0.941 -0.282  0.17
H 0.751 0.658 -0.420  0.34
H -0.545 0.932 1.894  0.23
H -1.283 0.637 0.300  0.26
C -2.069 -2.293 0.352  -1.05
H -2.284 -3.303 0.740  0.25
H -1.256 -2.346 -0.397  0.24
H -2.944 -1.951 -0.196  0.25
C -3.408 -0.290 1.828  -0.93
H -3.850 -0.183 0.828  0.22
H -3.292 0.698 2.297  0.25
H -4.086 -0.890 2.455  0.26
C 3.623 0.077 -0.032  -1.05
H 4.522 -0.258 0.510  0.27
H 3.877 0.969 -0.618  0.25
H 3.312 -0.725 -0.724  0.29
C 2.289 2.149 1.615  -1.00
H 1.285 2.421 1.978  0.27
H 2.548 2.802 0.768  0.27
H 3.022 2.317 2.422  0.27
Ba 0.663 -2.785 1.138  0.67
C -2.281 0.840 -1.726  -0.23
C -1.976 -0.328 -2.328  -0.17
C -1.360 -0.388 -3.686  -0.46
C -0.040 0.415 -3.884  -0.46
C 0.701 0.740 -2.636  -0.17
C 0.481 1.889 -1.942  -0.25
C -0.662 2.824 -2.211  -0.45
C -2.068 2.201 -2.354  -0.44
C 2.707 -0.593 2.616  -1.05
H -2.949 0.867 -0.862  0.19
H -2.408 -1.260 -1.984  0.21
H -2.077 -0.042 -4.455  0.21
H -1.144 -1.439 -3.932  0.23
H 0.616 -0.220 -4.500  0.23
H -0.265 1.319 -4.475  0.20
H 1.589 0.135 -2.457  0.22
H 1.239 2.321 -1.274  0.18
H -0.445 3.401 -3.125  0.22
H -0.709 3.575 -1.404  0.21
H -2.767 2.902 -1.861  0.21
H -2.349 2.211 -3.423  0.21
H 1.832 -0.743 3.267  0.31
H 3.481 -0.056 3.194  0.27
H 3.136 -1.579 2.347  0.28
O 0.103 -4.042 5.144  -0.78
Cl 1.085 -3.231 4.482  2.49
O 2.071 -2.716 5.402  -0.80
O 1.725 -4.001 3.391  -0.94
O 0.405 -2.090 3.760  -0.96

C10H26NO7PS2 as an isolated structure. Source: the OMol25 dataset; level of theory: wB97M-V/def2-TZVPD.

Output
HOMO-LUMO gap: 8.82 eV
F_max: 1.14 eV/Å
total charge: 0
electronic energy: -2115.6739 hartree

Last column: natural (NBO) charge in e.
Geometry (Å):
O -1.371 -0.122 -1.785  -0.44
C -0.988 -1.213 -1.753  0.80
N -0.678 -2.412 -1.868  -0.28
O -0.751 -3.213 -0.683  -0.52
S -1.245 -2.367 0.643  1.73
O -1.982 -3.318 1.410  -0.87
O 0.172 -2.162 1.463  -0.96
P 0.241 -0.823 2.446  1.10
S 1.748 -0.862 3.615  -0.48
H 0.242 0.233 1.523  -0.03
H -1.020 -0.776 3.055  -0.04
C -1.246 4.701 -1.434  -0.63
C -0.098 3.843 -0.926  0.09
C 0.552 3.047 -2.044  -0.63
O -0.564 2.952 0.094  -0.73
H -2.023 4.072 -1.877  0.20
H -1.699 5.259 -0.614  0.22
H -0.905 5.408 -2.191  0.21
H 0.648 4.480 -0.447  0.18
H -0.180 2.367 -2.487  0.20
H 1.370 2.443 -1.650  0.22
H 0.944 3.692 -2.831  0.21
H -1.229 2.380 -0.307  0.46
C 3.236 5.546 3.363  -0.63
C 2.663 4.794 2.172  0.10
C 1.529 3.867 2.580  -0.64
O 3.691 4.060 1.506  -0.72
H 3.648 4.842 4.092  0.20
H 4.044 6.206 3.048  0.22
H 2.471 6.144 3.860  0.21
H 2.298 5.512 1.434  0.17
H 1.889 3.114 3.287  0.20
H 1.132 3.343 1.712  0.23
H 0.716 4.421 3.052  0.21
H 4.038 3.412 2.129  0.46
C -2.791 -7.176 -1.178  -0.63
C -1.970 -7.047 -2.453  0.10
C -0.481 -7.077 -2.140  -0.63
O -2.294 -5.853 -3.163  -0.72
H -2.579 -6.339 -0.507  0.20
H -3.861 -7.167 -1.386  0.22
H -2.545 -8.103 -0.659  0.21
H -2.218 -7.865 -3.131  0.17
H -0.210 -6.233 -1.500  0.20
H 0.108 -6.996 -3.054  0.22
H -0.204 -8.000 -1.628  0.21
H -2.094 -5.099 -2.597  0.46

A 2-piece molecular cluster, C5H8NOS overall. Source: the OMol25 dataset; level of theory: wB97M-V/def2-TZVPD.

Output
HOMO-LUMO gap (spin up / spin down): 6.42 / 6.40 eV
F_max: 4.03 eV/Å
total charge: +1
energy relative to the best compared isomer or geometry (same formula, charge and spin): 516.43 kJ/mol
electronic energy: -723.0587 hartree

Last column: natural (NBO) charge in e.
Geometry (Å):
C 1.864 -0.796 -0.630  0.02
C 3.107 -0.468 -1.031  -0.43
C 2.297 0.746 0.935  -0.10
C -2.051 0.649 -0.832  -0.27
C 0.257 -0.565 1.185  0.05
N 1.420 -0.201 0.581  -0.33
O -0.848 0.921 -0.315  -0.53
S 3.690 0.735 0.005  0.68
H 1.058 -1.487 -0.884  0.25
H 3.557 -0.893 -1.950  0.31
H 2.202 1.346 1.802  0.27
H -2.468 1.443 -1.454  0.24
H -2.923 0.485 0.021  0.18
H -1.867 -0.288 -1.494  0.15
H -0.092 -0.103 2.100  0.26
H -0.046 -1.539 0.812  0.23

A 3-piece molecular cluster, C5H12N2O overall. Source: the OMol25 dataset; level of theory: wB97M-V/def2-TZVPD.

Output
HOMO-LUMO gap: 7.04 eV
F_max: 2.20 eV/Å
total charge: 0
energy relative to the best compared isomer or geometry (same formula, charge and spin): 536.05 kJ/mol
electronic energy: -382.2984 hartree

Last column: natural (NBO) charge in e.
Geometry (Å):
N -0.090 -1.841 1.636  -0.72
C -0.496 -1.765 0.390  0.32
C -1.465 -0.773 -0.042  0.41
N -1.795 -0.944 -1.297  -0.68
C 1.287 0.803 -1.648  -0.41
C 1.651 0.966 -0.376  -0.17
C 0.838 1.631 0.696  -0.68
O -1.811 0.095 0.797  -0.74
H -0.390 -2.646 2.172  0.43
H -0.334 -0.955 2.092  0.43
H -0.105 -2.492 -0.313  0.22
H 5.730 5.846 -1.775  0.00
H -2.519 -0.264 -1.546  0.35
H 0.245 0.541 -1.773  0.20
H 1.904 0.510 -2.484  0.20
H 5.959 5.142 -1.646  0.00
H 2.687 0.783 -0.111  0.18
H 0.084 1.010 1.174  0.24
H 0.353 2.503 0.293  0.23
H 1.472 1.976 1.516  0.21

Which of these has the highest electronic energy? C5H12N2O

What is the total charge in the first record? 0

What is the formula in the fifth record? C10H26NO7PS2

Which value of F_max does entry 7 give? 2.20 eV/Å